{"formula": "C8H9LuN2O5S", "method": "the ωB97M-V functional and the def2-TZVPD basis", "symbols": ["Lu", "S", "O", "O", "O", "O", "O", "N", "N", "C", "C", "C", "C", "C", "C", "C", "C", "H", "H", "H", "H", "H", "H", "H", "H", "H"], "coordinates": [[-0.1089, -0.8861, -1.8589], [-2.0407, 0.5277, -0.7954], [0.1830, -1.6256, -5.3193], [2.8578, -1.4800, -3.7503], [2.0752, 1.6479, -2.8058], [2.7946, -0.6227, 0.0305], [-0.1600, -4.4151, -0.3534], [-1.3415, -0.1591, 1.6947], [-0.7014, 2.0067, 0.9452], [-1.3059, 0.8246, 0.7719], [-1.2540, -0.0754, 3.1548], [1.7644, -0.6615, -0.4868], [0.4750, -1.3907, -4.1908], [1.2797, 0.8767, -2.4885], [-0.2134, -3.3467, -0.7613], [1.7351, -1.6695, -3.3260], [-0.3683, 2.6709, 2.2038], [-1.2279, 2.7105, 2.8842], [-1.8378, -0.9829, 1.3473], [-0.6461, 0.7670, 3.4793], [-0.7879, -0.9983, 3.5154], [0.4888, 2.1902, 2.6880], [-0.7353, 2.6031, 0.1150], [1.4135, -2.2066, -2.2617], [-0.0815, 3.7006, 1.9694], [-2.2565, -0.0055, 3.5986]], "mulliken_charge": [0.7922, -0.3627, -0.2687, -0.2967, -0.1503, -0.1413, -0.0606, -0.1182, -0.0994, 0.3731, -0.8240, 0.4246, 0.0327, 0.3454, 0.2379, 0.4614, -1.1335, 0.4156, 0.2788, 0.3288, 0.3081, 0.3811, 0.3236, 0.0603, 0.3632, 0.3287], "homo_ev": [-15.077, -14.822], "e_lumo_ha": [-0.3567, -0.3563], "mol_weight_da": 420.20, "fmax_ev_per_a": 5.78, "charge": 2, "homo_lumo_gap_ev": [5.4, 5.1], "relative_energy_ev": 0.257}